Entry 1:
76
Properties=species:S:1:pos:R:3:forces:R:3 method="wB97M-V/def2-TZVPD" e_tot_ev=-50221.253 homo_ev=-10.42 orbital_gap_ev=6.96 e_lumo_ha=-0.127 total_charge=+1
O 4.165 -7.001 1.748 -0.081 0.252 -0.758
C 4.545 -6.776 0.625 0.793 0.212 -0.244
C 3.852 -7.520 -0.592 0.389 0.044 -0.718
P 2.399 -6.552 -1.268 0.066 -1.068 0.848
C 1.044 -6.284 -0.026 -0.886 0.566 0.126
C 1.002 -4.838 0.606 -0.679 0.033 0.018
C 0.798 -3.664 -0.442 -0.314 0.279 1.238
O 1.684 -2.590 -0.056 -0.573 -0.421 -0.411
C 5.694 -5.813 0.298 1.192 1.234 -0.371
C 5.991 -4.708 1.228 1.623 -0.001 -1.879
C 7.090 -3.777 0.925 -0.699 -1.488 -1.048
C 7.878 -3.910 -0.288 -1.520 -1.732 0.061
C 7.594 -5.021 -1.204 -1.172 0.157 1.786
C 6.523 -5.963 -0.917 0.364 1.632 1.059
H 4.560 -7.634 -1.465 -0.729 0.278 0.875
H 3.545 -8.570 -0.327 -0.058 1.206 0.024
H 2.848 -5.327 -1.857 -0.222 -0.671 0.324
H 1.856 -7.383 -2.300 0.363 0.654 0.377
H 0.070 -6.422 -0.581 1.074 -0.020 0.376
H 1.065 -7.063 0.785 0.348 0.579 -0.932
H 0.099 -4.813 1.283 1.034 -0.269 -0.534
H 1.897 -4.628 1.250 -0.703 -0.203 -0.786
H -0.251 -3.247 -0.390 0.898 -0.819 -0.189
H 0.964 -4.008 -1.494 0.231 0.604 0.772
H 1.246 -2.119 0.677 0.315 -0.207 -0.543
H 5.426 -4.528 2.167 0.324 -0.465 -0.927
H 7.298 -2.962 1.652 -0.168 -0.717 -0.739
H 8.698 -3.207 -0.561 -0.830 -0.600 0.483
H 8.198 -5.171 -2.124 -0.496 0.211 0.840
H 6.381 -6.792 -1.652 0.051 0.782 0.882
C -3.128 2.499 -1.643 -0.113 -0.128 -0.030
O -3.677 1.197 -1.584 0.077 -0.054 0.201
C -2.688 0.193 -1.745 -0.575 0.165 -0.170
C -3.236 -1.160 -1.326 0.301 0.016 0.164
O -3.188 -1.366 0.086 -0.060 0.053 -0.155
C -4.170 -0.658 0.843 0.008 -0.274 0.187
C -5.560 -1.261 0.723 -0.109 0.524 -0.266
O -6.195 -0.803 -0.463 0.116 -0.181 -0.094
C -7.343 -1.564 -0.777 0.121 0.169 -0.014
H -2.621 2.661 -2.600 0.090 0.077 0.050
H -3.940 3.217 -1.548 -0.012 -0.096 -0.021
H -2.427 2.655 -0.815 0.112 0.067 -0.077
H -1.804 0.437 -1.141 0.063 -0.084 -0.020
H -2.408 0.164 -2.806 0.210 -0.092 -0.004
H -2.589 -1.932 -1.752 0.041 0.028 0.059
H -4.241 -1.332 -1.716 -0.039 0.237 0.003
H -4.165 0.405 0.600 -0.185 -0.048 -0.153
H -3.852 -0.753 1.884 0.012 -0.087 -0.053
H -6.170 -0.940 1.577 0.056 -0.149 0.150
H -5.489 -2.355 0.713 0.041 -0.026 0.087
H -7.067 -2.604 -0.987 -0.089 -0.072 0.085
H -7.798 -1.140 -1.671 0.068 0.052 0.062
H -8.069 -1.528 0.041 -0.051 -0.106 0.010
C 2.486 7.935 0.220 -0.217 0.049 0.079
O 1.087 7.928 0.413 0.050 -0.210 -0.021
C 0.379 7.891 -0.820 -0.034 0.230 0.502
C -1.077 7.529 -0.583 0.043 -0.139 -0.310
O -1.287 6.125 -0.446 0.120 0.051 0.202
C -0.880 5.563 0.800 -0.315 -0.080 -0.168
C -1.829 5.901 1.939 0.481 0.279 0.200
O -1.533 7.187 2.462 -0.124 0.047 -0.123
C -2.567 7.671 3.295 0.188 0.003 -0.099
H 2.791 8.799 -0.380 0.093 -0.052 -0.059
H 2.963 7.999 1.198 -0.090 0.027 -0.010
H 2.809 7.008 -0.266 0.085 0.051 -0.108
H 0.837 7.158 -1.494 -0.067 0.008 -0.072
H 0.440 8.889 -1.272 -0.033 -0.039 -0.205
H -1.643 7.818 -1.473 0.046 -0.085 -0.009
H -1.500 8.076 0.260 0.218 0.017 0.094
H 0.152 5.829 1.035 -0.087 0.175 0.160
H -0.907 4.480 0.649 -0.085 0.038 -0.042
H -1.700 5.171 2.749 -0.134 -0.162 -0.049
H -2.863 5.869 1.579 -0.008 -0.094 -0.040
H -3.490 7.804 2.720 -0.092 -0.069 0.083
H -2.261 8.640 3.688 0.066 -0.069 -0.041
H -2.742 6.989 4.132 -0.115 -0.009 0.027

Entry 2:
19
Properties=species:S:1:pos:R:3:forces:R:3 method="wB97M-V/def2-TZVPD" e_tot_ev=-21308.440 homo_ev=-8.72 orbital_gap_ev=9.00 e_lumo_ha=0.010 smiles="C=CC(=C)CO[S@H](=C)=O"
C 2.152 1.374 -0.079 1.079 1.312 0.644
C 2.264 0.092 -0.324 0.831 0.226 -0.903
C 1.233 -0.823 0.054 -0.209 -1.319 0.523
C 1.394 -2.083 -0.407 -0.351 2.059 0.354
C 0.192 -0.481 1.089 -1.648 0.223 1.148
O -0.786 0.707 0.728 0.728 -1.427 -0.419
S -2.120 0.307 -0.117 -2.499 -0.704 -0.388
C -3.454 1.303 -0.496 3.282 0.470 -1.114
O -2.630 -0.905 0.483 0.667 -0.567 0.462
H 2.973 2.120 -0.138 -0.890 -0.614 -0.464
H 1.212 1.622 0.354 -0.295 0.955 0.506
H 3.066 -0.330 -0.918 0.324 0.074 0.306
H 0.764 -2.914 -0.382 -1.181 -1.017 0.683
H 2.262 -2.202 -0.980 1.092 -0.467 -0.890
H 0.445 -0.163 2.182 0.297 -0.540 -2.347
H -0.371 -1.431 1.157 -0.412 0.916 0.265
H -1.583 -0.046 -1.366 -0.225 0.903 0.939
H -2.983 2.090 -1.121 -0.520 -0.175 -0.105
H -4.030 1.763 0.281 -0.070 -0.307 0.797

Entry 3:
57
Properties=species:S:1:pos:R:3:forces:R:3 method="wB97M-V/def2-TZVPD" e_tot_ev=-59254.021 homo_ev=-8.16 orbital_gap_ev=8.55 e_lumo_ha=0.014 smiles="O=C(c1ccc(S(=O)(=O)NC[C@@H]2CCCO2)cc1)N1CCN(c2cccc(Cl)c2)CC1"
O -3.811 -1.850 -1.589 -0.052 0.143 -0.240
C -3.168 -1.769 -0.559 0.110 -0.156 0.028
C -1.679 -1.638 -0.590 0.252 -0.019 -0.214
C -0.828 -2.456 0.148 -0.043 0.137 -0.134
C 0.542 -2.274 0.066 0.091 -0.147 0.070
C 1.048 -1.285 -0.756 0.438 -0.048 -0.153
S 2.809 -0.988 -0.783 -0.354 -0.007 0.557
O 3.153 -0.330 -2.011 -0.299 0.212 0.081
O 3.485 -2.207 -0.431 -0.288 0.054 0.191
N 2.935 0.088 0.486 0.090 -0.681 -0.609
C 3.542 1.380 0.268 0.418 0.505 0.028
C 5.053 1.365 0.554 -0.259 0.287 -0.381
C 5.867 0.515 -0.443 0.038 -0.010 0.155
C 6.330 -0.683 0.390 -0.056 0.106 0.223
C 6.344 -0.092 1.798 0.409 -0.243 -0.044
O 5.245 0.797 1.846 -0.334 0.071 0.006
C 0.219 -0.496 -1.527 0.000 0.021 -0.159
C -1.150 -0.679 -1.451 0.002 -0.183 0.086
N -3.770 -1.807 0.663 -0.153 -0.188 0.112
C -3.174 -1.373 1.907 0.156 0.135 0.236
C -3.903 -0.084 2.366 0.088 -0.026 0.004
N -4.475 0.603 1.232 -0.082 0.014 0.245
C -3.661 1.360 0.404 0.161 0.330 -0.130
C -4.213 2.084 -0.661 -0.067 -0.060 -0.080
C -3.422 2.864 -1.477 0.016 -0.093 0.024
C -2.056 2.973 -1.266 0.212 0.003 0.039
C -1.513 2.286 -0.196 -0.204 0.122 -0.101
Cl 0.192 2.370 0.112 0.070 0.101 0.045
C -2.288 1.494 0.632 -0.022 -0.011 0.131
C -5.569 -0.170 0.668 -0.209 -0.091 -0.062
C -5.213 -1.677 0.685 -0.150 -0.077 -0.212
H -1.235 -3.239 0.770 -0.023 -0.047 0.089
H 1.231 -2.893 0.619 0.013 -0.143 0.092
H 3.324 -0.351 1.310 -0.008 -0.276 0.101
H 3.057 2.100 0.935 0.007 -0.026 -0.103
H 3.358 1.661 -0.768 0.047 0.222 0.083
H 5.410 2.406 0.563 -0.067 -0.141 -0.004
H 6.721 1.086 -0.809 -0.027 0.002 -0.026
H 5.259 0.211 -1.291 0.130 0.078 -0.068
H 5.604 -1.493 0.320 0.109 0.001 0.043
H 7.307 -1.054 0.089 0.035 -0.054 -0.016
H 7.278 0.462 1.977 -0.069 -0.079 0.025
H 6.209 -0.828 2.592 0.056 0.038 -0.032
H 0.658 0.239 -2.182 -0.041 0.129 -0.101
H -1.824 -0.084 -2.048 -0.058 0.069 -0.061
H -3.291 -2.163 2.659 0.087 0.081 -0.001
H -2.112 -1.189 1.758 -0.138 -0.028 0.083
H -3.230 0.580 2.908 -0.038 -0.053 0.063
H -4.731 -0.336 3.035 0.091 0.031 0.018
H -5.275 2.053 -0.844 -0.092 -0.013 0.010
H -3.876 3.404 -2.294 -0.048 0.054 -0.068
H -1.436 3.577 -1.906 0.095 0.071 -0.051
H -1.792 0.987 1.441 0.033 -0.105 0.081
H -5.740 0.138 -0.361 -0.019 -0.013 0.074
H -6.481 0.011 1.249 -0.013 -0.043 -0.117
H -5.587 -2.171 1.585 0.003 0.014 -0.023
H -5.619 -2.174 -0.196 -0.041 0.031 0.166

Entry 4:
94
Properties=species:S:1:pos:R:3:forces:R:3 method="wB97M-V/def2-TZVPD" multiplicity=3 e_tot_ev=-101146.211 homo_ev="-9.99 / -10.06" orbital_gap_ev="6.37 / 6.10" e_lumo_ha="-0.133 / -0.145" total_charge=+1
V -0.265 -0.313 0.340 -0.939 0.120 -1.829
C -5.019 2.326 0.063 0.014 0.016 -0.007
C -4.035 2.216 -0.909 0.001 0.040 0.015
C -2.727 1.918 -0.553 -0.041 -0.026 -0.033
C -2.403 1.691 0.782 0.276 0.044 0.070
C -3.390 1.814 1.761 -0.073 -0.024 0.005
C -4.687 2.138 1.401 -0.021 -0.035 -0.073
N -1.095 1.256 1.102 -0.107 0.482 0.518
C -0.457 1.777 2.225 -0.182 -0.181 -0.187
C -0.722 3.000 2.846 0.126 0.062 0.039
C 0.037 3.384 3.937 -0.023 0.017 -0.039
C 1.058 2.581 4.455 0.030 -0.101 -0.036
C 1.312 1.351 3.883 -0.011 0.178 0.094
C 0.548 0.970 2.786 0.027 -0.384 -0.143
N 0.621 -0.277 2.138 0.073 0.137 1.055
N 1.142 -1.264 2.707 0.091 -0.230 -0.184
C 0.993 -2.413 1.892 0.031 0.073 0.346
C 1.394 -3.644 2.390 0.069 0.081 -0.078
C 1.178 -4.761 1.606 -0.019 0.019 -0.034
C 0.561 -4.609 0.370 -0.004 0.000 0.001
C 0.180 -3.346 -0.041 0.085 0.013 -0.090
N 0.401 -2.258 0.700 0.278 -0.384 0.271
H -6.033 2.577 -0.215 -0.025 0.003 -0.003
H -4.279 2.381 -1.950 -0.010 0.011 -0.020
H -1.951 1.849 -1.307 0.018 0.000 0.009
H -3.137 1.647 2.801 0.000 0.003 -0.016
H -5.447 2.236 2.165 -0.026 0.003 0.024
H -1.499 3.646 2.459 0.009 0.007 0.007
H -0.164 4.341 4.400 -0.003 0.022 0.012
H 1.636 2.919 5.302 0.011 0.010 0.014
H 2.077 0.689 4.262 0.013 -0.021 0.012
H 1.855 -3.695 3.365 0.000 0.004 0.021
H 1.480 -5.738 1.954 0.005 -0.030 -0.001
H 0.378 -5.458 -0.272 -0.001 -0.015 -0.017
H -0.302 -3.172 -0.993 -0.026 -0.058 0.006
C 0.898 3.657 -0.034 -0.047 -0.005 -0.055
C 2.320 3.297 0.299 0.054 0.035 0.041
C 3.129 4.314 0.801 0.027 0.010 0.039
C 4.482 4.134 1.028 -0.013 -0.038 0.000
C 5.068 2.914 0.731 -0.068 0.007 -0.006
C 4.279 1.884 0.249 0.109 0.024 -0.080
C 2.907 2.045 0.054 -0.049 -0.021 -0.086
P 1.910 0.644 -0.573 0.203 0.156 -0.023
C 3.084 -0.724 -0.928 -0.059 0.113 -0.059
C 3.119 -1.208 -2.238 -0.027 -0.031 -0.039
C 3.874 -2.317 -2.578 0.018 -0.008 -0.004
C 4.624 -2.958 -1.604 -0.012 0.036 0.036
C 4.612 -2.472 -0.308 -0.011 -0.046 -0.052
C 3.852 -1.362 0.055 0.006 -0.085 0.079
C 3.958 -0.905 1.487 -0.047 0.002 0.098
C 1.323 1.220 -2.184 -0.035 -0.013 0.017
C 1.900 2.242 -2.931 -0.034 0.038 0.042
C 1.266 2.687 -4.079 -0.016 0.000 -0.019
C 0.062 2.109 -4.468 0.035 0.009 0.004
C -0.487 1.062 -3.746 0.019 -0.015 0.016
C 0.149 0.583 -2.601 0.013 -0.007 0.026
C -0.308 -0.589 -1.807 -0.010 -0.095 0.111
H 0.495 4.327 0.725 0.006 -0.001 -0.036
H 0.233 2.802 -0.122 0.038 -0.036 0.012
H 0.871 4.183 -0.991 0.002 0.007 -0.035
H 2.678 5.278 1.002 -0.009 0.030 0.005
H 5.079 4.947 1.417 0.020 0.038 0.009
H 6.130 2.762 0.866 0.039 0.001 0.012
H 4.750 0.944 -0.003 -0.010 0.066 -0.024
H 2.545 -0.710 -3.009 -0.006 0.015 0.004
H 3.881 -2.669 -3.600 0.006 -0.006 -0.011
H 5.224 -3.823 -1.852 0.011 -0.018 -0.008
H 5.213 -2.956 0.452 0.022 -0.018 0.019
H 4.988 -0.620 1.709 -0.005 0.010 0.017
H 3.697 -1.714 2.169 0.014 -0.019 0.020
H 3.336 -0.044 1.722 -0.034 -0.055 -0.008
H 2.819 2.708 -2.599 0.029 0.011 0.022
H 1.697 3.491 -4.660 0.006 0.011 -0.004
H -0.443 2.469 -5.355 -0.010 0.014 -0.026
H -1.404 0.592 -4.080 -0.019 -0.005 -0.004
H 0.352 -1.434 -2.043 0.001 -0.032 -0.014
H -1.324 -0.894 -2.074 0.005 0.016 -0.022
C -4.238 -1.803 1.792 -0.037 -0.064 0.009
S -3.635 -1.116 0.258 0.218 0.137 0.012
O -2.134 -1.370 0.329 0.077 0.020 0.249
C -4.244 -2.349 -0.862 -0.015 -0.054 0.003
C -3.604 -3.573 -0.991 -0.032 -0.002 -0.005
C -4.113 -4.502 -1.884 0.035 0.009 0.033
C -5.247 -4.203 -2.628 -0.026 0.041 -0.006
C -5.874 -2.973 -2.491 -0.014 -0.021 -0.025
C -5.366 -2.029 -1.609 0.039 -0.035 -0.034
H -3.845 -2.811 1.912 0.002 -0.002 -0.009
H -5.326 -1.810 1.757 -0.036 -0.007 0.014
H -3.894 -1.150 2.591 0.014 0.030 0.010
H -2.719 -3.782 -0.404 0.014 -0.004 0.003
H -3.626 -5.460 -2.004 0.006 -0.018 0.006
H -5.640 -4.930 -3.325 -0.012 -0.021 -0.014
H -6.750 -2.741 -3.080 -0.023 0.003 -0.017
H -5.826 -1.054 -1.516 -0.020 0.036 0.026

Entry 5:
75
Properties=species:S:1:pos:R:3:forces:R:3 method="wB97M-V/def2-TZVPD" multiplicity=3 e_tot_ev=-74897.808 homo_ev="-8.62 / -9.45" orbital_gap_ev="8.75 / 9.56" e_lumo_ha="0.005 / 0.004"
N -1.488 -5.575 3.156 -0.377 -0.469 -0.329
P -1.797 -5.299 1.662 0.984 -0.603 1.882
O -1.242 -3.895 1.253 -0.216 0.157 -0.806
O -1.130 -6.317 0.635 -0.618 0.138 -0.492
C -3.675 -5.282 1.521 -0.654 1.012 -0.659
Cl -4.082 -3.520 1.510 -0.131 -0.183 0.392
C -4.325 -6.089 2.657 1.904 -1.558 0.790
O -5.420 -6.896 2.174 0.154 0.671 -1.236
S -5.780 -6.224 0.756 -2.247 0.831 0.799
O -6.446 -7.025 -0.186 1.359 -1.978 -0.633
O -6.553 -5.089 1.085 0.527 1.487 0.391
O -4.250 -5.866 0.355 -0.212 -0.241 -0.136
H -0.904 -6.398 3.259 0.073 0.156 0.478
H -1.025 -3.424 2.078 0.212 0.004 -0.235
H -1.276 -7.232 0.921 0.053 0.171 -0.205
H -3.569 -6.843 2.883 0.028 0.056 0.250
H -4.463 -5.575 3.600 -0.715 0.403 -0.235
C 2.295 0.989 0.851 0.298 0.164 0.015
C 1.427 0.101 1.762 0.226 1.312 -1.544
C 0.777 0.972 2.837 0.070 -0.027 0.595
C 1.781 1.472 3.871 0.054 -0.065 -0.028
C 2.549 0.303 4.490 -0.619 0.238 -0.021
C 3.159 -0.667 3.472 2.035 0.458 0.098
N 2.226 -1.009 2.358 -1.789 -0.037 1.834
O 1.409 -1.924 2.775 0.148 -0.655 -0.482
C 4.462 -0.080 2.893 0.011 0.353 -0.176
C 3.618 -1.916 4.225 -0.494 -0.444 -0.049
C 0.349 -0.441 0.831 -0.281 -0.630 0.122
H 1.661 1.620 0.226 -0.114 -0.099 0.018
H 2.944 1.676 1.389 0.055 -0.088 0.039
H 2.912 0.382 0.186 0.013 -0.032 0.042
H -0.007 0.405 3.351 0.062 -0.135 -0.052
H 0.278 1.822 2.367 0.051 -0.070 -0.182
H 2.474 2.190 3.425 -0.007 -0.031 -0.049
H 1.252 2.012 4.658 0.033 0.009 0.008
H 3.338 0.692 5.137 0.119 -0.140 -0.062
H 1.862 -0.244 5.143 -0.001 -0.119 -0.101
H 4.849 -0.710 2.091 -0.065 -0.006 -0.026
H 5.230 -0.027 3.666 -0.089 -0.094 0.089
H 4.358 0.933 2.512 -0.058 -0.036 -0.067
H 2.812 -2.370 4.797 -0.064 -0.047 -0.139
H 4.401 -1.651 4.935 0.026 0.169 -0.087
H 4.021 -2.665 3.541 -0.027 0.006 -0.019
H 0.785 -1.067 0.050 0.009 -0.040 0.040
H -0.179 0.378 0.342 0.175 0.153 0.065
H -0.401 -1.026 1.360 0.084 -0.071 0.027
C 1.137 2.882 -5.248 -0.122 0.266 -0.162
C 0.600 2.391 -3.888 1.043 -0.321 -1.694
C -0.684 1.594 -4.112 -0.533 0.127 0.193
C -1.856 2.477 -4.533 0.048 0.059 0.014
C -2.071 3.607 -3.527 -0.042 -0.648 -0.010
C -0.805 4.402 -3.184 -0.296 1.799 -1.017
N 0.388 3.534 -2.952 -1.678 -1.492 1.050
O 0.324 3.064 -1.749 0.673 0.275 0.477
C -0.496 5.418 -4.302 0.050 -0.110 -0.365
C -1.112 5.274 -1.966 0.220 -0.336 0.534
C 1.693 1.454 -3.373 0.018 0.006 0.661
H 1.533 2.043 -5.820 0.009 -0.088 0.138
H 0.380 3.334 -5.884 -0.001 0.072 0.063
H 1.947 3.599 -5.112 -0.025 0.020 0.032
H -0.955 1.061 -3.195 0.098 0.092 0.083
H -0.513 0.826 -4.870 0.185 0.045 -0.006
H -1.697 2.882 -5.535 0.053 0.000 0.013
H -2.762 1.871 -4.593 -0.010 0.028 -0.017
H -2.834 4.289 -3.909 0.099 0.150 0.068
H -2.482 3.171 -2.611 0.133 0.026 0.072
H 0.458 5.914 -4.121 0.028 -0.061 0.018
H -1.265 6.190 -4.336 -0.049 -0.049 0.137
H -0.472 4.983 -5.299 0.070 -0.045 0.026
H -1.475 4.689 -1.123 0.146 -0.057 0.014
H -1.894 5.991 -2.214 0.023 -0.033 -0.187
H -0.231 5.831 -1.646 0.016 -0.028 -0.003
H 2.625 1.997 -3.205 -0.021 0.022 0.029
H 1.888 0.673 -4.107 -0.093 0.099 -0.134
H 1.414 0.956 -2.447 -0.029 0.134 0.057